The following is a quantum chemistry calculation of a structure of composition C19H32BFI2O8 at a distorted geometry, from OMol25.

ORCA input file:
```
! wB97M-V def2-TZVPD RIJCOSX def2/J DEFGRID3
* xyz 0 1
C 3.46596 2.34277 1.71177
C 2.25387 1.44376 1.39974
B 1.44008 0.94008 2.65737
O 1.83881 1.32888 3.91413
C 0.18385 -0.04942 2.55720
C 0.74175 -1.48635 2.50409
C 1.53352 -1.93465 3.74369
C 0.80381 -1.71828 5.04026
O 1.12729 -0.89045 5.77757
O -0.26751 -2.50804 5.31569
O -0.80043 0.21939 3.55484
C -1.93551 -0.38706 3.14697
O -2.82468 -0.67410 3.77503
O -1.83181 -0.64647 1.78708
C -0.74698 0.12161 1.32137
F -1.18723 1.43612 1.44146
C -0.23188 -0.23038 -0.06739
I -0.82339 -2.23371 -0.63187
C -0.71895 0.82792 -1.06716
C -2.24729 0.93721 -1.17624
I 0.14445 0.44013 -3.01029
H 3.86314 2.21329 2.71397
H 4.26696 2.07774 1.02672
H 3.23578 3.39100 1.55182
H 2.62279 0.55408 0.88239
H 1.59506 1.94539 0.68797
H 1.62493 2.26214 4.04957
H -0.01366 -2.23570 2.29223
H 1.42646 -1.51618 1.65848
H 2.53476 -1.52915 3.80434
H 1.66533 -3.01472 3.63916
H -0.95150 -1.89603 5.62399
H 0.84718 -0.20456 -0.09639
H -0.33833 1.76575 -0.67982
H -2.69715 0.01921 -0.80784
H -2.57921 1.72608 -0.50465
H -2.59835 1.21819 -2.15404
C -6.38034 -0.01135 -4.33534
C -6.65429 1.48607 -4.28835
C -5.89800 1.90097 -3.03549
O -4.78319 1.01002 -2.91677
C -4.94770 -0.08141 -3.82962
H -6.50201 -0.45030 -5.32462
H -7.04793 -0.53357 -3.64569
H -6.22110 1.97128 -5.16646
H -7.71283 1.73918 -4.24777
H -6.51940 1.79034 -2.14064
H -5.53691 2.92923 -3.08161
H -4.23081 0.04750 -4.64768
H -4.72480 -1.01870 -3.31834
C 5.53543 -1.23071 -2.13422
C 5.36859 -1.85468 -0.75573
C 4.40920 -0.88258 -0.08900
O 3.58353 -0.33985 -1.12773
C 4.13991 -0.68953 -2.40284
H 5.87080 -1.93279 -2.89603
H 6.25422 -0.40890 -2.08703
H 4.90230 -2.83869 -0.84678
H 6.30297 -1.97066 -0.20834
H 4.94796 -0.05533 0.38605
H 3.77927 -1.36427 0.66277
H 3.49805 -1.45312 -2.85421
H 4.14515 0.18635 -3.05180
*
```

Calculated values
DFT total energy = -2065.221055 Eh
HOMO-LUMO gap = 9.154 eV
max |F| = 6.299 eV Å⁻¹

The following is a quantum chemistry calculation of a cluster of 4 separate species, C19H32Br2O10S3 in total at a distorted geometry, from OMol25.

ORCA input file:
```
! wB97M-V def2-TZVPD RIJCOSX def2/J DEFGRID3
* xyz 0 1
C 3.53745 -1.33631 4.45820
C 2.25990 -1.77243 3.69651
Br 2.17042 -1.30417 1.81093
C 1.25515 -2.44784 4.25506
Br 1.34302 -2.92120 6.14958
O 0.16960 -2.80599 3.45627
C -0.71792 -3.65386 4.12965
O -0.57415 -4.81353 4.12637
O -1.77945 -3.11763 4.79782
C -2.54362 -2.19918 3.99241
C -1.93900 -0.70748 4.25661
C -2.66053 0.44198 3.43592
O -1.27099 -0.08980 3.13256
H 3.39962 -1.29139 5.55134
H 4.40994 -1.97080 4.20069
H 3.74501 -0.29036 4.14023
H -2.46021 -2.36386 2.89996
H -3.57544 -2.05622 4.36292
H -1.59839 -0.46286 5.30689
H -3.31637 0.17790 2.59333
H -2.66319 1.38527 4.00277
C -1.99698 3.93955 -0.06033
C -3.18353 4.90463 -0.15026
C -4.45363 4.05836 -0.29556
S -4.10607 2.49256 0.50872
O -4.11009 1.45032 -0.48874
O -4.88720 2.39262 1.72058
C -2.41323 2.86367 0.93672
H -1.08593 4.44484 0.25631
H -1.81052 3.48967 -1.03883
H -3.24032 5.49862 0.76617
H -3.07626 5.59941 -0.98382
H -5.30954 4.52736 0.18676
H -4.68242 3.85521 -1.34130
H -1.80894 1.95980 0.87238
H -2.40551 3.24898 1.95745
C 3.02155 0.70694 -1.63100
C 3.85405 1.91913 -2.06361
C 2.87446 3.03694 -2.44101
S 1.39603 2.75105 -1.46835
O 0.31192 2.42003 -2.36277
O 1.27435 3.78432 -0.46567
C 1.95742 1.25302 -0.68540
H 3.63480 -0.05442 -1.14692
H 2.54653 0.25246 -2.50574
H 4.48238 2.24667 -1.23029
H 4.51540 1.67799 -2.89643
H 3.27474 4.02171 -2.20609
H 2.59848 2.99007 -3.49403
H 1.11801 0.57353 -0.54372
H 2.38812 1.52518 0.27954
C 0.71017 -4.45738 -4.85210
C -0.44818 -3.53010 -4.46876
C 0.01946 -2.67642 -3.28568
S 1.80018 -2.53831 -3.44097
O 2.41444 -3.21361 -2.32576
O 2.14473 -1.18095 -3.79550
C 1.95282 -3.57497 -4.88813
H 0.53806 -4.94482 -5.81193
H 0.82635 -5.23603 -4.09348
H -0.69205 -2.88346 -5.31566
H -1.34813 -4.09135 -4.21646
H -0.42114 -1.68084 -3.30623
H -0.19780 -3.15869 -2.33298
H 2.88308 -4.13821 -4.84264
H 1.94911 -2.92535 -5.76445
*
```

Calculated values
DFT total energy = -7838.014524 Eh
HOMO-LUMO gap = 9.356 eV
max |F| = 4.189 eV Å⁻¹

The following is a quantum chemistry calculation of a cluster of 5 separate species, C19H32Cl12FNO9P2S2 in total at a distorted geometry, from OMol25.

ORCA input file:
```
! wB97M-V def2-TZVPD RIJCOSX def2/J DEFGRID3
* xyz 0 1
C 2.49303 0.20365 3.46987
C 1.08980 0.84330 3.56500
C 0.05774 0.18935 2.65919
F -1.17783 0.35981 3.27883
C -0.02905 0.66723 1.18127
P 1.54658 1.35749 0.47740
O 2.04410 2.49067 1.25619
O 2.70253 0.26843 0.34466
O 1.33102 1.90548 -1.01167
C -0.70843 -0.43374 0.28307
C -0.67784 -0.08514 -1.21315
N 0.56299 -0.57823 -1.87372
C 0.22867 -1.50497 -2.98758
P 0.27589 -2.03772 0.44125
S -0.43211 -3.24865 1.83470
C -2.17620 -0.69882 0.69658
C -2.82437 -1.88474 -0.04328
C -3.48479 -2.97940 0.79731
O -3.96993 -3.93162 0.21226
O -3.58647 -2.88647 2.14279
C -3.11519 0.52000 0.71381
C -3.69850 0.96840 -0.66462
C -4.03443 2.46328 -0.79510
C -4.35067 0.08420 1.56135
C -5.22191 1.22206 2.06005
O -6.32953 0.96857 2.50518
O -2.63999 1.68753 1.43079
S -1.14293 2.15081 1.22718
O -1.02298 2.86637 -0.01373
O -0.80292 2.95409 2.34771
H 3.21310 0.92612 3.10135
H 2.82097 -0.14980 4.44072
H 2.48665 -0.64228 2.78443
H 1.11609 1.92311 3.50887
H 0.74624 0.61284 4.57129
H 0.24962 -0.88001 2.73282
H 2.61279 -0.17760 -0.51498
H 1.12567 2.84788 -0.93978
H -0.74497 0.98177 -1.40552
H -1.51522 -0.49484 -1.77007
H 0.99492 0.19203 -2.36553
H -0.37454 -0.97011 -3.72294
H 1.16109 -1.81831 -3.44670
H -0.30858 -2.37288 -2.61975
H 1.60615 -1.78264 0.79216
H 0.25943 -2.78448 -0.73938
H -2.08140 -1.03360 1.72669
H -2.12745 -2.42315 -0.67816
H -3.60390 -1.55940 -0.72829
H -2.71615 -2.74803 2.54625
H -3.09594 0.70114 -1.52725
H -4.64158 0.44591 -0.79672
H -4.40619 2.91811 0.11303
H -4.84998 2.52856 -1.51579
H -3.22710 3.03301 -1.23584
H -3.94149 -0.37340 2.46051
H -4.95312 -0.64491 1.03710
H -4.88701 2.26960 2.08887
C 0.31081 4.09402 -3.92392
Cl 0.30749 2.36728 -3.55147
Cl -0.91647 4.48871 -5.12554
Cl 0.06692 5.02136 -2.44580
H 1.27878 4.34818 -4.33208
C 3.61566 7.45134 -2.54507
Cl 5.35952 7.46156 -2.29720
Cl 3.06204 8.99788 -3.18279
Cl 3.14783 6.13031 -3.62320
H 3.13742 7.28762 -1.58845
C 4.13602 -4.34120 0.97401
Cl 3.71144 -2.61560 0.96562
Cl 5.39594 -4.65926 2.16187
Cl 2.71707 -5.32984 1.28388
H 4.51939 -4.59891 -0.00633
C 5.72402 -7.74127 -1.40077
Cl 6.88447 -7.52262 -0.09389
Cl 4.56584 -9.00795 -1.00862
Cl 4.88717 -6.22078 -1.75145
H 6.26430 -8.03670 -2.28980
*
```

Calculated values
DFT total energy = -8576.356289 Eh
HOMO-LUMO gap = 9.041 eV
max |F| = 3.165 eV Å⁻¹

The following is a quantum chemistry calculation of a structure of composition C19H32Cl2GaN3O5 at a distorted geometry, from OMol25.

ORCA input file:
```
! wB97M-V def2-TZVPD RIJCOSX def2/J DEFGRID3
* xyz 0 1
O 0.92503 0.95918 -0.50567
C 0.95999 1.50515 -1.75791
C 1.00726 3.05113 -1.70126
C 0.66773 3.76665 -0.55968
H 0.36364 3.22698 0.33818
C 0.66638 5.16449 -0.57432
H 0.38565 5.70137 0.32965
C 1.00869 5.85630 -1.74148
H 0.99310 6.94947 -1.75725
C 1.37088 5.13883 -2.88704
H 1.63673 5.66426 -3.80884
C 1.38132 3.74423 -2.86202
H 1.65086 3.16132 -3.74459
H 1.90260 1.18039 -2.24984
C 0.02053 -0.35825 -3.31286
C -0.13568 1.01174 -2.73439
H -0.58997 -0.46900 -4.21957
H -0.33105 -1.09925 -2.58080
H 1.06167 -0.56790 -3.57523
C -1.22029 1.77469 -2.95161
C -2.48003 1.33402 -3.62572
H -1.25169 2.79527 -2.56230
H -2.69143 1.95018 -4.51055
H -3.33313 1.45355 -2.94415
H -2.44352 0.28413 -3.93611
Ga -0.47997 -0.05868 0.53697
Cl -1.31676 1.82076 1.45970
Cl -2.17764 -0.58368 -0.83297
C -2.70326 -1.06155 2.11762
O -1.48886 -1.37327 1.95661
N -3.60887 -1.90368 2.61591
C -3.21095 -3.19714 3.14288
C -5.00676 -1.52522 2.74852
H -3.08541 -0.07490 1.82375
H -2.15407 -3.35574 2.93325
H -3.82143 -3.97998 2.67654
H -3.39358 -3.21589 4.22396
H -5.13017 -0.52249 2.33247
H -5.30252 -1.52131 3.80633
H -5.65769 -2.22743 2.20841
H 1.46032 -4.92571 -0.38372
H 3.93392 -4.04033 -0.07485
C 1.40737 -4.12791 -1.13590
C 3.66545 -3.18978 -0.71872
N 2.22635 -2.99720 -0.72142
H 0.37441 -3.80568 -1.27198
C 1.66654 -1.88312 -0.24442
O 0.41489 -1.75499 -0.16650
H 4.14239 -2.27539 -0.35167
H 2.37002 -1.08889 0.05813
H 1.81549 -4.52255 -2.07207
H 4.01388 -3.40584 -1.73860
N 2.29298 0.76186 3.85436
C 2.13755 -0.71494 3.97275
C 1.31022 -1.15607 2.75818
O 1.19612 -2.36106 2.51068
O 0.87732 -0.13058 2.09742
H 2.71299 1.00747 2.94903
H 2.87534 1.12615 4.60587
H 1.36991 1.21994 3.87692
H 3.12373 -1.18914 3.97285
H 1.62544 -0.94495 4.90906
*
```

Calculated values
DFT total energy = -4128.941708 Eh
relative energy (zero: lowest compared OMol25 entry of this formula, charge and spin) = 0.0 kcal/mol
HOMO-LUMO gap = 6.432 eV
max |F| = 2.124 eV Å⁻¹

The following is a quantum chemistry calculation of a structure of composition C19H32CoN6OS6, from OMol25.

ORCA input file:
```
! wB97M-V def2-TZVPD RIJCOSX def2/J DEFGRID3
* xyz 0 2
Co 0.81578 0.30231 0.41754
S 5.83332 0.67244 5.56640
C 4.68888 0.57316 4.38997
S 5.04280 0.28326 2.72245
C 3.40117 0.31077 2.11388
C 2.44587 0.54619 3.02732
S 0.73791 0.61534 2.67822
S 2.99530 0.77352 4.67388
S 3.11352 0.03038 0.41376
C 1.61378 -0.36858 -4.50350
N 1.58635 0.90104 -3.79748
C 2.40374 1.96969 -4.35988
C 2.49244 2.98691 -3.22607
N 1.95891 2.26345 -2.09346
C 1.95462 2.93341 -0.81379
C 1.37792 1.09692 -2.44951
N 0.72972 0.34174 -1.62109
C 0.01972 -0.84863 -2.07829
C -1.02168 -1.26127 -1.04994
N -0.32895 -1.46858 0.20794
C -0.82397 -2.16888 1.18287
N -2.16034 -2.44682 1.48131
C -3.21040 -2.64547 0.50012
C -2.20671 -3.36703 2.61662
C -0.85281 -3.15255 3.27626
N -0.05965 -2.69845 2.15748
C 1.38357 -2.69334 2.22727
H 2.34789 -0.28398 -5.30413
H 0.65536 -0.61810 -4.95991
H 1.93075 -1.18701 -3.86002
H 1.94474 2.37763 -5.26227
H 3.39287 1.58368 -4.62642
H 1.90026 3.88728 -3.42261
H 3.52032 3.29869 -3.02751
H 1.27123 3.78440 -0.81518
H 2.96794 3.27684 -0.59641
H 1.66899 2.26090 -0.00417
H 0.70563 -1.69301 -2.19014
H -0.49392 -0.68248 -3.03084
H -1.50322 -2.16426 -1.43477
H -1.78655 -0.47948 -0.97669
H -3.40315 -1.74622 -0.07782
H -4.12280 -2.88314 1.04590
H -2.99969 -3.47714 -0.18100
H -2.32685 -4.40158 2.27094
H -3.04243 -3.11800 3.27001
H -0.43576 -4.06807 3.69658
H -0.88830 -2.39056 4.06261
H 1.73093 -2.07286 3.05222
H 1.72938 -3.71998 2.37148
H 1.79770 -2.29518 1.30437
O -0.87232 3.21365 0.81653
S -1.21405 1.81329 0.47832
C -2.39116 1.91924 -0.92001
C -3.72787 1.34685 -0.45637
C -3.82759 1.66336 1.03540
C -2.49374 1.22644 1.62506
H -1.96054 1.43236 -1.79310
H -2.44567 2.99496 -1.08981
H -3.74357 0.26295 -0.59682
H -4.55720 1.76168 -1.03021
H -4.66621 1.15386 1.51088
H -3.95799 2.73729 1.18243
H -2.39710 0.13923 1.68561
H -2.23709 1.66557 2.58759
*
```

Calculated values
DFT total energy = -4918.873807 Eh
relative energy (zero: lowest compared OMol25 entry of this formula, charge and spin) = 0.0 kcal/mol
HOMO-LUMO gap (alpha / beta) = 6.284 / 6.361 eV
max |F| = 0.787 eV Å⁻¹

The following is a quantum chemistry calculation of a structure of composition C19H32N2NiO11 at a distorted geometry, from OMol25.

ORCA input file:
```
! wB97M-V def2-TZVPD RIJCOSX def2/J DEFGRID3
* xyz -2 3
Ni -0.14340 -0.27357 -0.50529
C 4.20152 0.42774 -0.20341
O 3.99160 -0.56022 -0.93616
O 5.38033 0.64232 -0.38674
O 4.25226 -0.21405 0.83154
C -3.11036 -1.80123 1.77790
C -3.65113 -2.27744 3.06572
C -3.74438 -1.19613 4.33736
O -4.09544 -1.68398 5.42156
C -3.33250 0.15280 4.04633
C -2.84549 0.49774 2.84482
C -2.72442 -0.47316 1.71229
O -2.09103 -0.21008 0.61548
O -2.59943 1.77583 2.71546
O -3.90202 -3.46729 3.35590
H -3.01731 -2.47503 0.93902
H -3.48746 0.94210 4.76702
C -2.60532 -0.57092 -2.63220
O -1.20998 -0.73617 -2.24833
C -0.35471 -1.10961 -3.33507
C 1.08163 -1.13818 -2.82977
N 1.37649 -0.16850 -1.81604
C 1.51346 1.18618 -2.41384
C 0.16525 2.00536 -2.42524
O -0.54022 1.71897 -1.12611
C -1.56323 2.66778 -0.79451
H -2.99840 -1.45900 -3.12708
H -2.59749 0.21150 -3.39105
H -3.20242 -0.29773 -1.76218
H -0.50567 -0.47679 -4.20962
H -0.72951 -2.09384 -3.61598
H 1.65425 -1.05544 -3.75355
H 1.27818 -2.12932 -2.42098
H 2.32120 -0.42832 -1.57083
H 1.91607 1.19139 -3.42675
H 2.23820 1.83428 -1.92108
H -0.52344 1.82867 -3.25143
H 0.44182 3.04885 -2.57600
H -1.28428 3.71279 -0.92957
H -1.93281 2.49111 0.21559
H -2.37203 2.58309 -1.52030
C 2.52882 3.87900 0.23163
O 1.78319 2.73148 0.58651
C 1.96499 2.17810 1.92761
C 1.09672 0.88649 2.19469
N 1.27500 -0.17880 1.22227
C 0.97543 -1.48835 1.83825
C 0.84670 -2.65589 0.81609
O -0.02430 -2.34172 -0.29487
C -0.32696 -3.58009 -0.96444
H 2.65712 3.98827 -0.84526
H 3.48780 3.87054 0.74970
H 2.02863 4.81576 0.47740
H 1.77806 3.00584 2.61173
H 3.02966 1.98260 2.05545
H 0.07524 1.26662 2.18160
H 1.46995 0.61486 3.18212
H 2.28164 -0.24725 1.17666
H 0.01090 -1.44996 2.34451
H 1.68514 -1.73551 2.62776
H 0.39142 -3.45274 1.40417
H 1.80406 -2.98224 0.40979
H 0.48664 -4.12728 -1.44059
H -1.07339 -3.38455 -1.73432
H -0.88054 -4.21777 -0.27522
*
```

Calculated values
DFT total energy = -3188.213023 Eh
HOMO-LUMO gap (alpha / beta) = 2.674 / 2.665 eV
max |F| = 18.043 eV Å⁻¹